1) C6H5NNdO5 | ωB97M-V/def2-TZVPD

CARTESIAN COORDINATES (ANGSTROEM)
Nd  0.01  0.65  -1.60
O  0.03  3.70  -3.65
C  0.02  2.71  -3.11
C  1.74  -0.95  -1.21
O  2.74  -1.46  -0.90
C  -1.75  -0.92  -1.23
O  -2.77  -1.41  -0.91
C  0.00  -0.99  -3.41
O  0.00  -1.55  -4.43
C  0.91  -0.58  2.56
C  -0.13  0.13  1.79
N  -1.15  0.80  2.32
O  -0.07  0.10  0.53
H  0.72  -0.48  3.63
H  1.90  -0.19  2.31
H  0.89  -1.65  2.29
H  -1.84  1.23  1.71
H  -1.27  0.85  3.32

Properties
- Charge: +3
- HOMO level (alpha / beta): -0.8431 / -0.8436 hartree
- Orbital gap (alpha / beta): 8.601 / 8.732 eV
- Spin multiplicity: 4
- E_LUMO (alpha / beta): -14.34 / -14.22 eV

Table of Mulliken atomic charges, one value per atom, all in e: 1.934 0.062 0.191 0.159 0.033 0.178 0.019 0.148 0.037 -0.998 0.756 -0.324 -0.695 0.399 0.323 0.322 0.196 0.261

2) C6H5NNdO5 | ωB97M-V/def2-TZVPD

CARTESIAN COORDINATES (ANGSTROEM)
O  -0.67  3.57  2.65
C  -0.86  2.82  1.79
Nd  -1.18  0.98  0.11
O  1.80  2.92  -0.78
C  0.79  2.42  -0.56
C  -3.08  2.74  -0.77
O  -3.97  3.38  -1.13
C  -0.68  0.95  -2.25
O  -0.44  0.82  -3.37
C  1.30  -2.32  -0.57
C  0.50  -1.93  0.62
N  0.67  -2.59  1.79
O  -0.40  -1.00  0.56
H  1.90  -3.21  -0.31
H  2.00  -1.51  -0.79
H  0.71  -2.51  -1.49
H  0.20  -2.27  2.64
H  1.41  -3.28  1.85

Properties
- Charge: +3
- HOMO level (alpha / beta): -0.8340 / -0.8345 hartree
- Orbital gap (alpha / beta): 8.418 / 8.582 eV
- Spin multiplicity: 4
- E_LUMO (alpha / beta): -14.28 / -14.13 eV

Table of Mulliken atomic charges, one value per atom, all in e: 0.039 0.170 1.887 0.041 0.153 0.178 0.030 0.067 0.059 -0.969 0.835 -0.307 -0.691 0.351 0.310 0.322 0.263 0.262

Top of the stability list: 2), leading by 70.7 kJ/mol.

1) CH3ClN2 | ωB97M-V/def2-TZVPD

CARTESIAN COORDINATES (ANGSTROEM)
C  0.78  -0.47  -0.26
N  -0.42  -0.23  0.38
N  -1.20  1.13  0.03
Cl  -2.59  1.29  0.95
H  1.16  0.46  -0.83
H  0.62  -1.36  -0.81
H  1.66  -0.83  0.54

Properties
- Charge: 0
- HOMO level (alpha / beta): -0.3643 / -0.3659 hartree
- Orbital gap (alpha / beta): 9.228 / 9.063 eV
- SMILES: C/N=N/Cl
- E_LUMO (alpha / beta): -0.69 / -0.89 eV

Table of Mulliken atomic charges, one value per atom, all in e: -0.513 -0.131 -0.092 -0.015 0.297 0.232 0.222

2) CH3ClN2 | ωB97M-V/def2-TZVPD

CARTESIAN COORDINATES (ANGSTROEM)
C  -0.39  -0.30  0.08
N  -0.14  0.94  0.79
N  0.57  -0.06  -0.93
Cl  2.23  -0.43  -0.58
H  -0.17  -1.18  0.77
H  -1.18  -0.49  -0.56
H  -0.91  1.52  0.43

Properties
- Charge: 0
- HOMO level (alpha / beta): -0.3669 / -0.3776 hartree
- Orbital gap (alpha / beta): 9.089 / 9.292 eV
- E_LUMO (alpha / beta): -0.89 / -0.98 eV

Table of Mulliken atomic charges, one value per atom, all in e: -0.077 -0.428 -0.260 -0.045 0.305 0.265 0.240

3) CH3ClN2 | ωB97M-V/def2-TZVPD

CARTESIAN COORDINATES (ANGSTROEM)
C  0.21  0.23  0.19
N  -0.20  0.78  -0.90
N  -0.19  -1.06  0.46
Cl  -0.09  2.43  -1.11
H  0.64  0.78  1.12
H  0.46  -1.81  0.47
H  -0.84  -1.35  -0.22

Properties
- Charge: 0
- HOMO level: -0.3538 hartree
- Orbital gap: 10.660 eV
- SMILES: N/C=N/Cl
- E_LUMO: 1.03 eV

Table of Mulliken atomic charges, one value per atom, all in e: 0.169 -0.412 -0.461 -0.093 0.291 0.240 0.267

Top of the stability list: 3), leading by 322.8 kJ/mol.

1) C5H13O3 | ωB97M-V/def2-TZVPD

CARTESIAN COORDINATES (ANGSTROEM)
C  -1.30  -0.83  0.77
O  -0.16  -0.62  1.55
C  -0.99  -0.75  -0.64
C  0.31  -1.32  -1.08
C  1.45  -0.78  -0.18
C  2.09  -1.29  0.88
H  -2.20  -0.04  1.02
H  -1.41  -2.00  0.96
H  -1.74  -1.22  -1.29
H  -1.01  0.28  -0.86
H  0.38  -0.93  -2.22
H  0.31  -2.52  -1.14
H  1.74  0.28  -0.54
H  2.00  -2.24  1.29
H  2.84  -0.67  1.42
H  -0.52  3.30  -0.09
H  0.87  2.93  -0.42
O  0.51  2.92  0.32
H  -1.41  2.14  -0.76
H  0.01  0.45  1.51
O  -1.79  2.90  -0.50

Properties
- Charge: -1
- HOMO level: -0.1396 hartree
- Orbital gap: 7.417 eV
- E_LUMO: 3.62 eV

Table of Mulliken atomic charges, one value per atom, all in e: -0.426 -0.511 -0.105 -0.473 -0.129 -0.608 0.268 0.264 0.328 -0.092 0.250 0.281 0.085 0.314 0.213 0.383 0.189 -0.771 0.203 0.376 -1.040

2) C5H13O3 | ωB97M-V/def2-TZVPD

CARTESIAN COORDINATES (ANGSTROEM)
C  -1.77  -0.31  -0.69
O  -2.85  0.42  -0.56
C  -0.74  0.67  -1.57
C  0.77  0.25  -1.74
C  1.30  -0.43  -0.52
C  2.14  0.38  0.56
O  2.05  -0.22  1.90
H  -1.37  -0.95  0.31
H  -1.97  -1.29  -1.29
H  -1.24  0.66  -2.52
H  -0.79  1.61  -1.16
H  1.33  1.23  -2.06
H  0.95  -0.33  -2.57
H  0.49  -0.81  0.07
H  1.72  -1.56  -0.82
H  3.26  0.22  0.20
H  2.04  1.46  0.70
H  1.86  -1.13  1.82
H  -2.45  -0.69  3.10
H  -2.46  0.79  3.14
O  -2.27  0.04  3.69

Properties
- Charge: -1
- HOMO level: -0.0916 hartree
- Orbital gap: 6.093 eV
- E_LUMO: 3.60 eV

Table of Mulliken atomic charges, one value per atom, all in e: -0.069 -0.854 -0.789 -0.587 -0.113 -0.292 -0.532 -0.070 0.079 0.299 0.360 0.217 0.422 -0.034 0.214 0.175 0.299 0.288 0.321 0.330 -0.663

Top of the stability list: 2), leading by 137.5 kJ/mol.

1) C11H12NO2 | ωB97M-V/def2-TZVPD

CARTESIAN COORDINATES (ANGSTROEM)
C  -1.27  -0.59  -3.09
C  0.76  -0.30  -1.43
C  -0.30  -0.89  0.46
C  -0.53  -0.67  -1.85
C  -1.21  -0.93  -0.62
C  -0.76  -1.33  1.75
C  -2.08  -1.62  1.92
C  -2.58  -1.40  -0.33
C  -3.01  -1.75  0.94
N  0.99  -0.52  -0.03
H  1.96  -0.26  0.40
H  1.61  -0.25  -2.01
H  0.05  -1.48  2.54
H  -1.42  -1.58  -3.63
H  -0.76  0.03  -3.78
H  -2.40  -1.78  3.02
H  -3.14  -1.52  -1.20
H  -4.04  -2.08  0.97
H  -2.39  -0.51  -3.02
C  1.29  3.03  1.14
C  2.40  2.13  0.56
O  2.50  1.04  1.16
O  2.99  2.61  -0.36
H  0.63  2.38  1.70
H  0.81  3.66  0.44
H  1.95  3.73  1.71

Properties
- Charge: -1
- HOMO level: -0.1623 hartree
- Orbital gap: 7.725 eV
- E_LUMO: 3.31 eV

Table of Mulliken atomic charges, one value per atom, all in e: -1.448 -0.651 -0.368 0.452 1.008 -0.531 -0.059 -0.388 -0.813 -0.061 0.352 0.443 0.257 0.271 0.363 0.189 0.272 0.361 0.287 -0.948 0.716 -0.801 -0.695 0.256 0.301 0.236

2) C11H12NO2 | ωB97M-V/def2-TZVPD

CARTESIAN COORDINATES (ANGSTROEM)
C  0.50  4.29  1.96
C  0.48  4.58  0.43
O  1.60  4.51  -0.14
O  -0.64  4.79  -0.08
H  1.44  4.62  2.39
H  0.55  3.20  2.04
H  -0.38  4.69  2.45
C  -0.63  -4.29  -0.60
C  0.28  -0.70  -1.09
C  -0.14  -1.75  -0.25
C  -0.02  -2.98  -0.99
C  0.40  -2.63  -2.24
C  -0.27  0.84  0.59
C  0.24  0.62  -0.67
C  -0.72  -0.17  1.45
C  -0.65  -1.49  1.01
N  0.52  -1.26  -2.33
H  -0.41  1.87  0.87
H  0.57  1.47  -1.26
H  -1.11  0.06  2.43
H  -1.01  -2.30  1.64
H  1.12  -0.79  -3.00
H  0.76  -3.18  -3.10
H  -0.63  -4.46  0.48
H  -0.15  -5.19  -1.02
H  -1.66  -4.35  -0.97

Properties
- Charge: -1
- HOMO level: -0.1463 hartree
- Orbital gap: 6.794 eV
- E_LUMO: 2.81 eV

Table of Mulliken atomic charges, one value per atom, all in e: -0.771 0.691 -0.743 -0.729 0.330 0.123 0.236 -1.366 -0.289 1.200 0.455 -0.640 -0.409 -1.066 -0.824 -0.291 -0.098 0.448 0.462 0.403 0.273 0.265 0.391 0.340 0.369 0.241

3) C11H12NO2 | ωB97M-V/def2-TZVPD

CARTESIAN COORDINATES (ANGSTROEM)
C  0.08  -2.41  -2.46
C  0.52  -0.11  0.55
C  0.88  -0.58  -0.88
C  -0.13  -1.42  -1.37
C  -0.99  -1.62  -0.30
C  1.30  0.82  1.21
C  2.49  1.26  0.58
C  2.84  0.86  -0.68
C  2.14  -0.22  -1.30
N  -0.50  -0.91  0.84
H  1.14  1.01  2.25
H  3.10  2.02  1.13
H  -1.20  -0.69  1.71
H  3.61  1.47  -1.02
H  -1.87  -2.24  -0.04
H  2.69  -0.49  -2.14
H  0.51  -3.28  -2.13
H  0.56  -1.95  -3.44
H  -0.87  -2.79  -2.86
C  -2.24  1.86  0.84
C  -2.30  1.27  2.28
O  -2.64  2.15  3.11
O  -2.06  0.10  2.56
H  -1.34  1.65  0.16
H  -2.55  2.86  1.08
H  -3.17  1.36  0.32

Properties
- Charge: -1
- HOMO level: -0.1626 hartree
- Orbital gap: 7.746 eV
- E_LUMO: 3.32 eV

Table of Mulliken atomic charges, one value per atom, all in e: -1.558 -0.586 0.734 0.633 -0.574 -0.578 -0.360 -0.638 -0.406 -0.053 0.418 0.271 0.431 0.386 0.336 0.398 0.353 0.276 0.426 -0.672 0.572 -0.739 -0.730 0.207 0.320 0.133

Top of the stability list: 2), leading by 130.8 kJ/mol.